Entry 1:
ORCA calculation (the ωB97M-V functional and the def2-TZVPD basis) on an isolated ion of composition C5H9IN and charge +1 in a non-equilibrium geometry.

Each line ends with the Mulliken charge.
Geometry (Å):
I  -1.5613  0.8573  2.9528  0.26
C  -1.6159  0.4542  0.8507  -0.84
N  -0.0639  0.8512  0.0290  -0.09
C  -0.2475  0.4513  -1.3368  -0.43
C  0.4864  -0.6420  -1.5883  -0.26
C  1.2496  -1.1435  -0.3486  -0.59
C  1.0563  0.0838  0.6047  -0.40
H  -2.3000  0.9573  0.2311  0.46
H  -1.9419  -0.5607  0.8300  0.43
H  -0.1058  1.8818  0.0989  0.35
H  -1.1091  0.8678  -1.7703  0.46
H  0.4720  -1.3575  -2.4164  0.39
H  0.6654  -1.9610  -0.0499  0.34
H  2.3026  -1.2977  -0.3315  0.37
H  0.7489  -0.0157  1.6410  0.14
H  1.9643  0.5732  0.6036  0.42

As for the LUMO energy: -4.054 eV. As for the net charge: +1. For the HOMO energy, the calculation gives -13.93 eV. The HOMO-LUMO gap is 9.877 eV.


Entry 2:
ORCA calculation (the ωB97M-V functional and the def2-TZVPD basis) on a 8-piece molecular cluster, C34H87Cl2N5O12 overall in a non-equilibrium geometry.

Each line ends with the Mulliken charge.
Geometry (Å):
C  -3.5545  -2.2172  0.4780  -0.81
O  -3.4920  -3.6189  0.6611  -0.31
C  -3.1472  -4.1340  1.9714  -0.63
C  -3.3636  -5.6625  2.1139  -0.48
N  -4.6247  -6.3567  1.5162  -0.16
C  -4.3269  -7.7687  1.0488  -0.77
C  -3.4248  -8.6619  2.0090  -0.36
O  -4.0755  -9.3874  2.9991  -0.39
C  -4.7211  -8.5852  3.9377  -0.58
H  -2.7340  -1.6876  0.9622  0.32
H  -4.5566  -1.9489  0.8128  0.34
H  -3.4639  -2.0915  -0.6009  0.22
H  -3.7332  -3.6820  2.7717  0.40
H  -2.0985  -3.8455  2.0423  0.32
H  -3.1678  -5.8614  3.1676  0.16
H  -2.5493  -6.0741  1.5177  0.32
H  -5.5101  -6.1026  1.9305  0.27
H  -3.7311  -7.6239  0.1476  0.30
H  -5.2666  -8.2460  0.7709  0.43
H  -2.5632  -8.1434  2.4296  0.34
H  -3.0622  -9.5008  1.4149  0.33
H  -4.0568  -7.8525  4.3957  0.23
H  -5.1844  -9.1967  4.7120  0.30
H  -5.5090  -8.0313  3.4273  0.21
C  -5.8961  6.6250  2.4607  -0.77
O  -4.6210  6.2912  2.8349  -0.31
C  -4.2727  6.8438  4.1778  -0.72
C  -2.8146  7.0405  4.0538  -0.48
N  -2.2792  5.6985  3.9214  -0.48
C  -0.9015  5.6768  3.3445  -1.01
C  -0.8134  5.8607  1.8281  0.25
O  -1.7776  5.0780  1.1471  -0.38
C  -1.6675  3.7163  1.0194  -0.40
H  -5.8205  7.7103  2.3942  0.33
H  -6.5179  6.1398  3.2130  0.27
H  -6.1735  6.2845  1.4631  0.23
H  -4.6472  6.2021  4.9753  0.32
H  -4.6734  7.8440  4.3426  0.49
H  -2.5301  7.3953  5.0444  0.38
H  -2.4877  7.7516  3.2951  0.27
H  -2.8674  5.4448  3.1405  0.46
H  -0.5482  4.6681  3.5584  0.20
H  -0.2202  6.3134  3.9091  0.51
H  0.2111  5.7118  1.4869  -0.06
H  -0.8260  6.9251  1.5938  0.36
H  -0.7874  3.4412  0.4381  0.06
H  -2.6078  3.4823  0.5202  0.17
H  -1.6471  3.0363  1.8711  0.44
C  6.0551  8.0198  -1.8908  -0.75
O  5.5808  7.7142  -0.5080  -0.36
C  5.7202  6.3324  -0.2209  -0.38
C  4.7022  5.9684  0.9087  -1.04
N  3.3495  5.7730  0.4014  -0.21
C  3.0555  4.7675  -0.6351  -0.46
C  1.4997  4.6452  -0.9979  1.20
O  0.9363  5.8113  -1.7825  -0.49
C  -0.4120  5.7650  -2.2134  -0.39
H  6.1332  9.0814  -2.1252  0.28
H  5.3631  7.6377  -2.6413  0.29
H  7.0439  7.6235  -2.1216  0.32
H  6.7858  6.1882  -0.0426  0.50
H  5.5683  5.6600  -1.0652  0.33
H  4.5608  6.8815  1.4870  0.52
H  4.9765  5.1454  1.5688  0.22
H  3.0718  6.6176  -0.0777  0.35
H  3.5035  3.8941  -0.1613  -0.08
H  3.6461  4.9311  -1.5365  0.30
H  0.9502  4.6566  -0.0566  -0.84
H  1.4425  3.6778  -1.4968  0.02
H  -1.1310  5.8112  -1.3955  0.13
H  -0.3613  4.8529  -2.8080  0.11
H  -0.6168  6.4828  -3.0077  0.29
C  1.9072  0.4414  4.4433  -0.61
O  2.8760  1.4515  4.1448  -0.45
C  2.7563  2.1986  2.9496  0.02
C  2.6784  1.2472  1.5993  -0.09
N  3.8572  0.3705  1.5103  -0.10
C  5.1286  0.9584  1.4036  -0.34
C  6.2773  -0.0037  1.1319  -0.70
O  6.3631  -1.1130  2.0806  -0.32
C  7.5275  -1.9309  1.8406  -0.75
H  2.0808  -0.5237  3.9675  0.23
H  0.9236  0.7833  4.1213  0.26
H  2.0006  0.4008  5.5285  0.28
H  3.5927  2.8975  2.9449  -0.04
H  1.8793  2.8304  3.0904  0.20
H  2.6441  1.9295  0.7500  -0.06
H  1.7737  0.6440  1.5226  0.01
H  3.8704  -0.0395  2.4333  0.27
H  5.3279  1.6039  2.2589  0.33
H  5.0003  1.7103  0.6249  0.20
H  7.1938  0.5770  1.2371  0.38
H  6.1924  -0.2957  0.0852  0.33
H  7.7071  -2.0513  0.7722  0.30
H  7.5306  -2.9279  2.2812  0.25
H  8.3495  -1.2925  2.1644  0.31
C  -0.4926  -3.8818  -1.8441  -0.57
O  -0.0615  -4.8887  -2.6797  -0.33
C  1.0529  -5.6326  -2.3177  -0.60
C  1.4569  -6.4213  -3.5238  -0.61
N  0.3170  -7.3042  -3.8150  -0.43
C  0.5060  -7.8552  -5.1978  -0.69
C  -0.4978  -8.9256  -5.6298  -0.59
O  -1.5203  -8.1276  -6.2489  -0.29
C  -2.6160  -8.8482  -6.8514  -0.78
H  0.3328  -3.1912  -1.6708  0.29
H  -0.8358  -4.3549  -0.9240  0.22
H  -1.3351  -3.3653  -2.3040  0.17
H  0.8947  -6.1712  -1.3834  0.35
H  1.9056  -4.9708  -2.1656  0.39
H  2.3442  -6.9516  -3.1780  0.38
H  1.7882  -5.7453  -4.3121  0.31
H  -0.3616  -6.5572  -3.8532  0.34
H  1.5632  -8.1206  -5.1960  0.52
H  0.4441  -7.0547  -5.9350  0.34
H  -1.0267  -9.4699  -4.8475  0.33
H  -0.0085  -9.5617  -6.3675  0.38
H  -3.3452  -9.3676  -6.2296  0.29
H  -2.2044  -9.4970  -7.6246  0.30
H  -3.2993  -8.1672  -7.3588  0.26
Cl  -2.2302  -0.5187  -3.3135  -0.14
C  -3.7290  0.4692  -3.1049  -0.72
C  -3.7022  1.2669  -1.8278  0.10
Cl  -5.2893  2.1208  -1.5980  -0.22
H  -4.5984  -0.1476  -3.3326  0.41
H  -3.7470  1.1555  -3.9515  0.42
H  -2.8901  1.9917  -1.8838  0.17
H  -3.7826  0.5655  -0.9974  -0.02
C  -0.4306  0.2561  -0.0844  -0.80
O  0.2307  1.3517  -0.6084  0.31
H  -0.6466  0.5567  0.9408  0.34
H  -1.3319  0.0689  -0.6681  -0.20
H  0.0507  -0.7210  -0.1274  0.50
H  0.8743  0.9825  -1.2175  0.06
C  1.1884  1.2619  -3.7890  -0.43
O  1.8766  0.7867  -2.6662  -0.53
H  0.3347  0.5933  -3.9000  0.10
H  0.8837  2.3029  -3.6810  0.07
H  1.6733  1.1695  -4.7607  0.40
H  2.5071  0.2138  -3.1088  0.29

As for the LUMO energy: 0.258 eV. As for the net charge: 0. For the HOMO energy, the calculation gives -8.29 eV. The HOMO-LUMO gap is 8.550 eV.


Entry 3:
ORCA calculation (the ωB97M-V functional and the def2-TZVPD basis) on C42H65IrN6P2Se as an isolated structure.

Each line ends with the Löwdin spin population.
Geometry (Å):
Ir  -1.1485  -0.3345  -0.0324  0.49
C  -4.5796  -2.6160  -0.6064  0.00
C  -3.1653  -3.1385  -0.8783  0.00
C  -3.2341  -4.3457  -1.8180  0.00
P  -2.0707  -1.7843  -1.4649  0.00
C  -0.7781  -2.5522  -2.5080  0.00
C  0.1411  -3.4411  -1.6642  0.00
C  0.0065  -1.4903  -3.2794  0.00
C  -3.0019  -0.7024  -2.5538  0.03
C  -3.7282  -1.0854  -3.6795  0.00
C  -4.3693  -0.1409  -4.4661  0.03
C  -5.1632  -0.5363  -5.6813  0.00
C  -4.2541  1.2027  -4.0945  -0.01
C  -3.5343  1.6039  -2.9859  0.03
C  -2.9026  0.6397  -2.1976  0.00
N  -2.1247  0.9600  -1.0702  0.19
C  -2.0719  2.3096  -0.5938  0.01
C  -3.1476  2.8473  0.1289  0.00
C  -4.4379  2.0991  0.3107  0.00
C  -3.0153  4.1275  0.6457  0.00
C  -1.8714  4.8939  0.4393  0.00
C  -1.7532  6.2718  1.0303  0.00
C  -0.8522  4.3560  -0.3343  0.00
C  -0.9343  3.0745  -0.8707  0.00
C  0.1532  2.5753  -1.7814  0.00
H  -5.1537  -3.3868  -0.0910  0.00
H  -5.0855  -2.3840  -1.5448  0.00
H  -4.5964  -1.7239  0.0123  0.00
H  -2.7079  -3.4538  0.0654  0.00
H  -3.7294  -4.0975  -2.7579  0.00
H  -3.8286  -5.1223  -1.3348  0.00
H  -2.2597  -4.7744  -2.0425  0.00
H  -1.3406  -3.1670  -3.2159  0.00
H  0.6343  -2.8509  -0.8922  0.00
H  0.9128  -3.8809  -2.2983  0.00
H  -0.3968  -4.2583  -1.1800  0.00
H  0.4430  -0.7601  -2.5971  0.00
H  -0.6218  -0.9617  -3.9971  0.00
H  0.8207  -1.9699  -3.8266  0.00
H  -3.7910  -2.1324  -3.9557  0.00
H  -4.9986  -1.5817  -5.9388  0.00
H  -4.8885  0.0736  -6.5424  0.00
H  -6.2327  -0.3972  -5.5126  0.00
H  -4.7440  1.9575  -4.6989  0.00
H  -3.4525  2.6523  -2.7304  0.00
H  -4.2698  1.0596  0.5877  0.00
H  -5.0189  2.0989  -0.6149  0.00
H  -5.0436  2.5664  1.0851  0.00
H  -3.8366  4.5442  1.2188  0.00
H  -2.7143  6.7853  1.0264  0.00
H  -1.0364  6.8785  0.4785  0.00
H  -1.4159  6.2185  2.0678  0.00
H  0.0266  4.9554  -0.5482  0.00
H  0.9228  3.3376  -1.9018  0.00
H  -0.2465  2.3390  -2.7714  0.00
H  0.6213  1.6666  -1.3986  0.00
Se  -2.7218  -0.8820  1.7000  0.09
C  -1.7631  -0.5599  3.3263  0.01
C  -1.0025  0.5711  3.5864  0.00
C  -0.4143  0.6910  4.8377  0.00
N  -0.5374  -0.2106  5.8095  0.00
C  -1.2837  -1.2794  5.5480  0.00
C  -1.9128  -1.5046  4.3316  0.00
H  -0.8825  1.3464  2.8398  0.00
H  0.1874  1.5598  5.0787  0.00
H  -1.3828  -2.0025  6.3502  0.00
H  -2.4995  -2.4006  4.1762  0.00
N  0.7058  -0.3078  -0.0055  0.06
P  2.1941  -0.4125  0.5465  0.01
N  2.3865  -1.8122  1.3869  0.00
C  1.2922  -2.5286  2.0573  0.00
C  1.3588  -2.3682  3.5706  0.00
C  2.7184  -2.8090  4.1054  0.00
C  3.8306  -2.0463  3.3888  0.00
C  3.7042  -2.2454  1.8838  0.00
N  2.5331  0.9659  1.4073  0.00
C  3.9212  1.2366  1.8224  0.00
C  3.9424  1.9952  3.1409  0.00
C  3.1899  3.3136  2.9940  0.00
C  1.7650  3.0359  2.5257  0.00
C  1.7585  2.2088  1.2492  0.00
N  3.3974  -0.5008  -0.5931  0.00
C  3.5223  -1.7491  -1.3776  0.00
C  4.6302  -1.6030  -2.4081  0.00
C  4.2744  -0.5364  -3.4561  0.00
C  3.3697  0.5419  -2.8446  0.00
C  3.6954  0.7284  -1.3710  0.00
H  1.3881  -3.5885  1.7900  0.00
H  0.3390  -2.1749  1.6698  0.00
H  0.5517  -2.9391  4.0343  0.00
H  1.1991  -1.3147  3.8130  0.00
H  2.8496  -3.8817  3.9255  0.00
H  2.7739  -2.6530  5.1831  0.00
H  4.8143  -2.3827  3.7218  0.00
H  3.7476  -0.9788  3.6168  0.00
H  3.7993  -3.3142  1.6557  0.00
H  4.4849  -1.7273  1.3303  0.00
H  4.4149  1.8447  1.0531  0.00
H  4.4709  0.3024  1.9010  0.00
H  4.9762  2.1634  3.4479  0.00
H  3.4622  1.3832  3.9107  0.00
H  3.6999  3.9383  2.2525  0.00
H  3.1873  3.8666  3.9339  0.00
H  1.2282  3.9683  2.3354  0.00
H  1.2271  2.4989  3.3081  0.00
H  2.2013  2.8159  0.4446  0.00
H  0.7454  1.9603  0.9456  0.00
H  2.5809  -1.9825  -1.8852  0.00
H  3.7378  -2.5720  -0.6986  0.00
H  4.8011  -2.5695  -2.8828  0.00
H  5.5547  -1.3362  -1.8905  0.00
H  3.7767  -0.9968  -4.3117  0.00
H  5.1896  -0.0792  -3.8348  0.00
H  2.3181  0.2623  -2.9357  0.00
H  3.4918  1.4917  -3.3676  0.00
H  3.1226  1.5577  -0.9604  0.00
H  4.7547  0.9777  -1.2575  0.00

As for the LUMO energy (spin up / spin down): -3.404 / -3.861 eV. As for the net charge: +1. For the HOMO energy (spin up / spin down), the calculation gives -9.92 / -10.18 eV. The HOMO-LUMO gap (spin up / spin down) is 6.518 / 6.315 eV. As for the spin multiplicity: 2.


Energy above the lowest of the compared OMol25 structures with the same formula, charge and spin per entry: 1.6574; 0.3454; 0.0000 eV